1.
{
  "formula": "C15H46O5PSSi4",
  "method": "ωB97M-V/def2-TZVPD",
  "homo_ha": -0.4268,
  "total_energy_ev": -78174.685,
  "charge": 1,
  "gap_ev": 8.11,
  "species": ["O", "S", "O", "O", "C", "C", "C", "P", "H", "H", "H", "H", "H", "H", "H", "H", "H", "H", "O", "Si", "C", "C", "C", "Si", "C", "C", "C", "H", "H", "H", "H", "H", "H", "H", "H", "H", "H", "H", "H", "H", "H", "H", "H", "H", "H", "O", "Si", "C", "C", "C", "Si", "C", "C", "C", "H", "H", "H", "H", "H", "H", "H", "H", "H", "H", "H", "H", "H", "H", "H", "H", "H", "H"],
  "coordinates": [[-3.329844, -5.841111, -1.415854], [-2.099503, -5.327695, -1.945249], [-1.348526, -6.209176, -2.720077], [-1.185769, -4.820600, -0.771276], [-2.482986, -3.942631, -2.971872], [-3.425409, -2.935244, -2.325417], [-4.776112, -3.493011, -1.810119], [-5.542056, -4.837548, -2.747022], [-1.750748, -4.276379, -0.183308], [-2.845486, -4.327897, -3.913940], [-1.549708, -3.438528, -3.189018], [-2.930452, -2.424800, -1.508824], [-3.602446, -2.177161, -3.078080], [-5.487036, -2.673911, -1.823190], [-4.680168, -3.795371, -0.778583], [-6.126052, -5.717057, -1.842657], [-4.660127, -5.588358, -3.510891], [-6.586686, -4.389593, -3.551676], [1.967899, -2.026711, 3.195952], [2.411623, -0.879867, 4.303051], [0.920760, 0.125852, 4.821795], [3.683720, 0.273690, 3.562221], [3.140629, -1.694973, 5.810811], [1.298375, -2.123377, 1.703884], [1.141619, -3.901366, 1.167572], [2.342478, -1.207748, 0.455369], [-0.419826, -1.364497, 1.708744], [0.524026, 0.704792, 3.984305], [1.191832, 0.823721, 5.615575], [0.124189, -0.522281, 5.193766], [4.541619, -0.285020, 3.182325], [4.042788, 0.976528, 4.316036], [3.262408, 0.851375, 2.735966], [4.028082, -2.276620, 5.555218], [2.420745, -2.364499, 6.285155], [3.429713, -0.935402, 6.539121], [2.113821, -4.392962, 1.116231], [0.692359, -3.938851, 0.178282], [0.511280, -4.467843, 1.857643], [2.351589, -0.141268, 0.675009], [1.939870, -1.345445, -0.551713], [3.372946, -1.566730, 0.463113], [-0.378041, -0.292715, 1.910871], [-1.047754, -1.828531, 2.473175], [-0.900368, -1.502385, 0.734113], [-0.117151, 4.006984, -1.740691], [0.221399, 5.625517, -1.724483], [1.743206, 5.978311, -2.752528], [0.530335, 6.203183, 0.027264], [-1.213781, 6.584262, -2.429180], [0.571379, 2.577642, -1.318870], [-0.594836, 1.165274, -1.709065], [0.940556, 2.555291, 0.515377], [2.158930, 2.306884, -2.266629], [2.631182, 5.518550, -2.313841], [1.916728, 7.053792, -2.816860], [1.626944, 5.589536, -3.766323], [-0.311900, 5.951422, 0.675350], [0.665477, 7.285939, 0.051371], [1.427957, 5.741689, 0.443870], [-2.121789, 6.423902, -1.844718], [-1.416734, 6.289801, -3.460570], [-0.986786, 7.651586, -2.418785], [-1.531607, 1.264756, -1.155338], [-0.128245, 0.216842, -1.429130], [-0.828064, 1.133462, -2.775773], [1.702802, 3.293273, 0.771452], [1.305012, 1.574874, 0.820563], [0.043094, 2.780218, 1.096437], [2.911352, 3.047136, -1.989626], [1.988893, 2.383314, -3.342504], [2.566379, 1.315766, -2.053305]],
  "forces_ev_per_angstrom": [[-1.0, 0.5, 0.6], [-0.3, -0.6, -0.4], [1.5, -1.0, -1.0], [-0.9, 0.7, -0.1], [0.2, 0.9, 0.9], [-0.3, -0.4, -0.5], [0.2, 0.8, -0.3], [0.2, -0.3, 0.8], [0.6, -0.3, 0.2], [-0.1, -0.3, -0.2], [0.3, 0.0, -0.1], [0.0, 0.1, 0.3], [-0.1, 0.2, -0.1], [-0.3, 0.1, 0.0], [-0.1, -0.5, 0.1], [0.0, -0.1, -0.1], [-0.1, 0.0, -0.2], [0.1, 0.1, -0.1], [-0.1, 0.0, 0.0], [0.2, 0.4, 0.4], [0.0, -0.2, -0.2], [-0.1, -0.2, -0.1], [-0.1, -0.2, -0.2], [0.0, 0.0, -0.2], [0.1, 0.1, 0.3], [-0.1, -0.1, 0.1], [0.1, -0.1, 0.1], [0.0, 0.0, 0.0], [0.0, 0.0, 0.0], [0.0, 0.0, 0.0], [0.0, 0.0, 0.0], [0.0, 0.0, 0.0], [0.0, 0.0, 0.0], [0.0, 0.0, 0.0], [0.0, 0.0, 0.0], [0.0, 0.0, 0.0], [0.0, 0.0, 0.0], [0.1, 0.0, -0.1], [0.0, 0.0, 0.0], [0.1, 0.0, -0.1], [0.0, 0.0, 0.0], [0.0, 0.0, 0.0], [-0.1, 0.0, 0.0], [0.0, 0.0, 0.0], [0.0, 0.0, 0.0], [-0.1, -0.1, 0.0], [0.1, 0.5, 0.0], [-0.1, -0.2, 0.1], [0.0, -0.2, -0.1], [-0.1, -0.3, 0.0], [0.3, -0.2, 0.1], [-0.2, 0.1, 0.0], [-0.1, 0.1, -0.1], [-0.1, 0.1, 0.0], [0.0, 0.0, 0.0], [0.0, 0.0, 0.0], [0.0, 0.0, 0.0], [0.0, 0.0, 0.0], [0.0, 0.0, 0.0], [0.0, 0.0, 0.0], [0.0, 0.0, 0.0], [0.0, 0.0, 0.0], [0.0, 0.0, 0.0], [0.0, 0.0, 0.0], [0.0, 0.0, 0.0], [0.0, 0.0, 0.0], [0.0, 0.0, 0.0], [0.0, 0.0, 0.0], [0.0, 0.0, 0.0], [0.0, 0.0, 0.0], [0.0, 0.0, 0.0], [0.0, 0.0, 0.0]]
}

---

2.
{
  "formula": "C40H53N2O3PSSiZr",
  "method": "ωB97M-V/def2-TZVPD",
  "homo_ha": -0.5143,
  "relative_energy_ev": 0.356,
  "total_energy_ev": -80741.178,
  "charge": 2,
  "gap_ev": 7.75,
  "species": ["Zr", "C", "C", "C", "C", "C", "H", "H", "H", "H", "H", "N", "C", "C", "C", "C", "C", "C", "P", "C", "C", "C", "C", "C", "C", "C", "C", "C", "C", "C", "C", "H", "H", "H", "H", "H", "H", "H", "H", "H", "H", "H", "H", "H", "H", "H", "H", "C", "C", "C", "C", "O", "Si", "S", "O", "C", "C", "C", "C", "O", "C", "C", "C", "C", "H", "H", "H", "H", "H", "H", "H", "H", "H", "H", "H", "H", "H", "H", "H", "H", "H", "H", "H", "H", "H", "H", "H", "H", "H", "H", "H", "C", "C", "C", "N", "C", "C", "H", "H", "H", "H", "H"],
  "coordinates": [[0.134538, -0.142608, -1.373210], [-1.107342, -0.665645, -3.492400], [-1.096719, 0.736917, -3.349979], [0.242587, 1.181791, -3.466453], [1.052688, 0.047847, -3.698529], [0.227164, -1.095331, -3.697877], [-1.982825, -1.297663, -3.530855], [-1.959565, 1.372720, -3.231699], [0.570840, 2.209905, -3.445127], [2.101145, 0.054062, -3.951984], [0.537502, -2.107011, -3.910499], [0.414583, -0.958085, 0.802303], [0.770901, -2.344949, 1.017969], [1.689270, -2.725943, 1.981869], [1.941708, -4.076588, 2.184433], [1.271284, -5.037772, 1.438526], [0.359894, -4.651253, 0.467170], [0.110749, -3.299687, 0.246683], [-0.969881, -2.620337, -1.039591], [-1.163622, -3.928627, -2.264948], [-2.420793, -4.335907, -2.700054], [-2.526216, -5.331107, -3.663638], [-1.385818, -5.916248, -4.190256], [-0.127261, -5.510761, -3.758373], [-0.014793, -4.517433, -2.801966], [-2.590563, -2.346214, -0.283015], [-3.344273, -1.237242, -0.662251], [-4.582034, -1.001254, -0.081819], [-5.067300, -1.875170, 0.879467], [-4.321916, -2.986535, 1.257787], [-3.086425, -3.223811, 0.679955], [1.075076, -0.360621, 1.296818], [-0.503743, -0.815236, 1.333754], [2.193102, -1.977182, 2.583584], [2.661141, -4.378774, 2.933593], [1.466610, -6.087825, 1.606796], [-0.144590, -5.399049, -0.132073], [-3.316669, -3.887493, -2.289462], [-3.504203, -5.649834, -3.997778], [-1.473777, -6.693760, -4.936998], [0.761993, -5.972334, -4.166060], [0.968473, -4.216356, -2.454269], [-2.981103, -0.552658, -1.422549], [-5.165408, -0.140496, -0.380761], [-6.032896, -1.695274, 1.333305], [-4.706784, -3.668789, 2.004085], [-2.503925, -4.085419, 0.984675], [3.843839, 1.086990, 0.566967], [3.153173, 0.783001, -0.748994], [3.215081, -0.722550, -1.040403], [3.738176, 1.622546, -1.869972], [1.701638, 1.085985, -0.618483], [0.897795, 2.544371, -0.115472], [-1.056845, 1.746723, -0.258301], [1.442158, 2.964461, 1.323243], [1.014970, 3.055346, 2.714479], [-0.247742, 3.896809, 2.794109], [2.166174, 3.719820, 3.447481], [0.772655, 1.646105, 3.230029], [1.291732, 3.571043, -1.280774], [1.196550, 5.028084, -1.398872], [2.292873, 5.649781, -0.549932], [1.405514, 5.323846, -2.872593], [-0.186201, 5.461690, -0.940235], [4.886952, 0.775874, 0.494512], [3.383294, 0.540946, 1.392889], [3.817065, 2.151247, 0.793187], [4.111038, -0.962218, -1.611352], [2.375424, -1.088501, -1.659670], [3.222067, -1.316885, -0.126312], [4.782634, 1.345109, -2.013022], [3.692693, 2.680308, -1.618791], [3.208348, 1.477669, -2.808998], [-0.057751, 4.906869, 2.430002], [-0.579033, 3.970013, 3.830116], [-1.054553, 3.451445, 2.208374], [2.355168, 4.714351, 3.043862], [3.076300, 3.126204, 3.354739], [1.925775, 3.819485, 4.506061], [-0.037662, 1.171043, 2.674698], [0.486342, 1.672723, 4.281796], [1.685506, 1.049445, 3.147311], [3.276854, 5.337334, -0.902937], [2.186327, 5.358721, 0.495191], [2.239436, 6.736714, -0.612200], [2.373566, 4.948024, -3.205448], [1.378681, 6.399651, -3.044712], [0.619228, 4.864493, -3.473742], [-0.331213, 5.246754, 0.121569], [-0.959865, 4.946707, -1.511513], [-0.310514, 6.534826, -1.083241], [-3.542285, -0.826564, 4.733626], [-2.525810, -1.765249, 4.640351], [-1.690519, -1.727162, 3.538449], [-1.812770, -0.826555, 2.557879], [-2.797585, 0.069448, 2.654495], [-3.681870, 0.107372, 3.719311], [-4.212951, -0.821504, 5.582558], [-2.379043, -2.512362, 5.407674], [-0.887637, -2.449015, 3.430699], [-2.873315, 0.783529, 1.843044], [-4.460665, 0.856699, 3.748962]],
  "forces_ev_per_angstrom": [[-0.7, -0.3, -0.3], [0.0, 0.1, -0.1], [0.0, 0.0, -0.2], [0.0, 0.0, -0.2], [-0.1, 0.0, -0.3], [0.0, 0.1, -0.1], [0.0, 0.0, 0.1], [0.0, 0.0, 0.1], [0.0, 0.0, 0.1], [0.0, 0.0, 0.2], [0.0, 0.0, 0.1], [-0.1, -0.2, 0.4], [0.0, 0.0, 0.0], [0.0, 0.0, 0.0], [0.0, 0.0, 0.0], [0.0, 0.0, 0.0], [0.0, 0.0, 0.0], [0.0, 0.1, -0.1], [-0.1, -0.2, 0.4], [0.1, 0.1, -0.1], [0.0, 0.0, 0.0], [0.0, 0.0, 0.0], [0.0, 0.0, 0.0], [0.0, 0.0, 0.0], [0.0, 0.0, 0.0], [0.0, 0.0, 0.0], [0.0, 0.0, 0.0], [0.0, 0.0, 0.0], [0.0, 0.0, 0.0], [0.0, 0.0, 0.0], [0.0, 0.0, 0.0], [0.0, 0.0, 0.0], [0.2, 0.1, -0.1], [0.0, 0.0, 0.0], [0.0, 0.0, 0.0], [0.0, 0.0, 0.0], [0.0, 0.0, 0.0], [0.0, 0.0, 0.0], [0.0, 0.0, 0.0], [0.0, 0.0, 0.0], [0.0, 0.0, 0.0], [0.0, 0.0, 0.0], [0.0, 0.0, 0.0], [0.0, 0.0, 0.0], [0.0, 0.0, 0.0], [0.0, 0.0, 0.0], [0.0, 0.0, 0.0], [0.0, 0.0, 0.0], [0.0, -0.1, 0.0], [-0.1, 0.0, 0.1], [0.0, 0.0, 0.0], [0.6, 0.5, 0.2], [0.0, -0.2, -0.1], [0.0, -0.1, -0.1], [-0.1, 0.1, 0.0], [0.0, 0.0, 0.0], [0.0, 0.0, 0.0], [0.0, 0.0, 0.0], [0.0, 0.0, 0.0], [0.1, 0.0, 0.0], [0.0, 0.0, 0.0], [0.0, 0.0, 0.0], [0.0, 0.0, 0.0], [0.0, 0.0, 0.0], [0.0, 0.0, 0.0], [0.0, 0.0, 0.0], [0.0, 0.0, 0.0], [0.0, 0.0, 0.0], [0.1, 0.0, -0.1], [0.0, 0.0, 0.0], [0.0, 0.0, 0.0], [0.0, 0.0, 0.0], [0.0, 0.0, 0.0], [0.0, 0.0, 0.0], [0.0, 0.0, 0.0], [0.0, 0.0, 0.0], [0.0, 0.0, 0.0], [0.0, 0.0, 0.0], [0.0, 0.0, 0.0], [0.0, 0.0, 0.0], [0.0, 0.0, 0.0], [0.0, 0.0, 0.0], [0.0, 0.0, 0.0], [0.0, 0.0, 0.0], [0.0, 0.0, 0.0], [0.0, 0.0, 0.0], [0.0, 0.0, 0.0], [0.0, 0.0, 0.0], [0.0, 0.0, 0.0], [0.0, 0.0, 0.0], [0.0, 0.0, 0.0], [0.0, 0.0, 0.0], [0.0, 0.0, 0.0], [0.0, 0.0, 0.0], [0.0, 0.0, 0.0], [0.0, 0.0, 0.0], [0.0, 0.0, 0.0], [0.0, 0.0, 0.0], [0.0, 0.0, 0.0], [0.0, 0.0, 0.0], [0.0, 0.0, 0.0], [0.0, 0.0, 0.0]]
}

---

3.
{
  "formula": "C14H20F4N3O12RbS4",
  "method": "ωB97M-V/def2-TZVPD",
  "homo_ha": -0.0499,
  "total_energy_ev": -98726.415,
  "charge": -2,
  "gap_ev": 4.67,
  "species": ["Rb", "C", "C", "C", "O", "C", "C", "C", "O", "O", "O", "H", "H", "C", "C", "C", "N", "C", "C", "C", "C", "C", "H", "H", "H", "H", "H", "H", "H", "H", "H", "H", "H", "H", "H", "H", "H", "H", "H", "H", "N", "S", "O", "O", "F", "S", "O", "O", "F", "N", "S", "O", "O", "F", "S", "O", "O", "F"],
  "coordinates": [[0.581802, -0.045192, 0.984738], [1.820438, -1.207185, 4.352680], [1.859483, -1.080129, 2.886024], [1.560152, -2.391679, 2.012599], [1.447039, -2.364485, 0.812341], [1.320670, -3.557922, 2.774315], [1.387816, -3.685196, 4.145513], [1.662658, -2.436272, 4.947441], [1.698358, -2.345322, 6.230280], [1.257296, -4.870256, 4.616555], [2.125601, 0.021478, 2.334007], [2.041633, -0.358791, 4.983319], [1.141225, -4.428751, 2.161237], [0.835463, -2.729549, -1.230651], [0.435982, -1.530717, -2.047182], [-0.638047, -0.596167, -1.367636], [-1.167512, 0.607391, -2.073360], [-2.000311, 0.187072, -3.343311], [0.031901, 1.496400, -2.479664], [-0.592484, 2.849577, -2.809570], [-1.744628, 3.012477, -1.854456], [-2.020796, 1.642814, -1.225804], [0.058881, -3.471153, -1.043473], [1.224682, -2.411767, -0.263372], [1.679845, -3.195411, -1.738659], [-0.098480, -1.743183, -2.973097], [1.377615, -0.986605, -2.120481], [-0.386354, -0.260793, -0.361528], [-1.447504, -1.273853, -1.096322], [-2.525555, 0.950415, -3.917376], [-2.679200, -0.555658, -2.924325], [-1.313320, -0.216161, -4.087321], [0.591856, 1.005360, -3.275559], [0.724138, 1.360804, -1.648681], [-0.979969, 2.888775, -3.827622], [0.136109, 3.653463, -2.704487], [-2.615068, 3.322611, -2.432614], [-1.671224, 3.833914, -1.141726], [-3.039212, 1.266142, -1.130764], [-1.462482, 1.686180, -0.290649], [1.477830, 1.521435, 0.152490], [1.183562, 2.972196, 0.107273], [1.049533, 3.541598, -1.208292], [1.534425, 3.713293, 1.293462], [-0.398476, 2.814080, 0.485274], [3.100690, 1.526050, -0.231775], [4.101940, 1.236007, 0.805209], [3.598960, 2.413919, -1.234648], [3.064782, 0.124773, -1.056330], [-1.196378, -0.170000, 1.242238], [-2.112188, -1.365572, 1.119613], [-2.569597, -1.635847, -0.220433], [-2.960983, -1.784352, 2.256745], [-0.879323, -2.380724, 1.105458], [-2.333061, 0.938919, 1.735097], [-2.885205, 0.830122, 3.094278], [-3.159083, 1.540513, 0.721988], [-1.235924, 2.120916, 2.000996]],
  "forces_ev_per_angstrom": [[10.3, -4.8, 1.2], [0.2, 0.5, -5.2], [1.2, -0.3, 3.6], [0.1, -1.0, 6.7], [3.6, 0.8, 4.8], [0.5, 1.7, -2.7], [0.0, -3.6, 1.1], [-0.3, 1.1, 4.6], [-0.1, -2.1, -1.7], [0.3, 2.7, 0.3], [4.5, -0.7, 3.9], [0.0, 0.1, -0.2], [-0.1, -0.3, 0.2], [-1.5, -0.7, -4.5], [-1.0, 1.8, 0.1], [0.3, -1.3, -0.1], [-0.2, 1.6, -3.0], [1.1, -0.3, 1.2], [-0.7, -1.2, -0.6], [0.7, 0.0, -0.6], [-2.0, 0.1, -0.7], [2.3, -1.1, -1.2], [-0.2, 0.0, -0.2], [-0.9, -0.4, -3.9], [0.0, -0.3, -0.2], [0.7, -0.2, -0.8], [-0.1, 0.2, -1.0], [-1.6, -0.4, -5.0], [0.7, 0.8, -1.7], [0.0, 0.6, 0.9], [-0.1, 0.0, -0.5], [0.1, -0.5, 0.4], [-0.4, 0.0, -0.4], [-0.6, 0.8, -0.4], [0.1, -0.4, -0.2], [-0.5, -0.4, -0.6], [-0.3, -0.1, -0.2], [0.5, -0.5, 0.3], [0.7, 0.2, -0.6], [-0.7, -0.7, -1.3], [9.1, 4.1, -4.3], [-4.6, 7.0, 2.0], [2.0, 0.9, 2.0], [1.2, 0.0, -1.5], [3.1, 1.7, -3.3], [4.9, -3.6, 1.0], [-3.1, 0.9, -1.4], [-1.2, 0.7, -0.2], [-0.6, 0.6, 0.6], [-17.9, 3.6, 4.3], [-3.6, -7.5, 2.0], [-3.1, -0.1, 1.4], [1.9, 0.9, -2.6], [-1.0, -0.1, 0.6], [-1.0, 3.1, 5.0], [1.0, -0.4, -2.7], [-0.9, -0.7, 2.2], [-2.6, -2.9, 3.0]]
}